# 1
Molecular formula: CH5PS
Method: DFT, ωB97M-V/def2-TZVPD

Geometry (Å):
C  0.554  -0.312  -0.641
P  -0.655  0.961  -0.414
S  -2.108  -0.371  0.253
H  1.313  0.002  -1.442
H  0.018  -1.205  -0.773
H  1.221  -0.182  0.307
H  0.433  1.892  1.641
H  -2.882  0.702  0.514

Summary:
- charge = 0
- HOMO level (alpha / beta) (eV) = -7.71 / -9.04
- orbital gap (alpha / beta) (Eh) = 0.2634 / 0.3112
- energy relative to the best compared isomer or geometry (same formula, charge and spin) (kcal per mole) = 74.4



# 2
Molecular formula: CH5PS2
Method: DFT, ωB97M-V/def2-TZVPD

Geometry (Å):
C  -1.058  1.208  -0.045
P  0.920  -0.273  -0.283
S  2.313  -0.001  1.016
S  0.068  -2.102  -0.212
H  -0.689  2.138  0.472
H  -1.444  1.562  -0.982
H  -1.780  0.607  0.588
H  1.378  -0.769  -1.545
H  0.292  -2.371  0.990

Summary:
- charge = 0
- HOMO level (eV) = -8.83
- orbital gap (Eh) = 0.3006
- energy relative to the best compared isomer or geometry (same formula, charge and spin) (kcal per mole) = 61.1



# 3
Molecular formula: CH5PS2
Method: DFT, ωB97M-V/def2-TZVPD

Geometry (Å):
C  0.391  1.599  0.991
P  -0.242  -0.124  1.184
S  -1.711  -0.065  -0.263
S  0.927  -2.735  -1.671
H  1.460  1.591  1.192
H  -0.095  2.247  1.717
H  0.211  1.980  -0.013
H  -1.978  -1.370  -0.205
H  1.037  -3.123  -2.933

Summary:
- spin multiplicity = 3
- charge = 0
- HOMO level (alpha / beta) (eV) = -7.37 / -9.64
- orbital gap (alpha / beta) (Eh) = 0.3014 / 0.2647
- energy relative to the best compared isomer or geometry (same formula, charge and spin) (kcal per mole) = 2.7



# 4
Molecular formula: CH5PS3
Method: DFT, ωB97M-V/def2-TZVPD

Geometry (Å):
C  0.720  -1.652  0.251
P  -2.198  -0.486  -0.021
S  -2.473  1.590  0.182
S  2.712  2.034  -0.144
S  -0.415  -0.445  1.082
H  1.135  -0.972  -0.566
H  0.360  -2.595  -0.029
H  1.573  -1.709  0.979
H  -3.148  1.652  -0.964
H  1.734  2.582  -0.769

Summary:
- charge = 0
- HOMO level (alpha / beta) (eV) = -8.98 / -7.54
- orbital gap (alpha / beta) (Eh) = 0.2944 / 0.1859
- energy relative to the best compared isomer or geometry (same formula, charge and spin) (kcal per mole) = 69.9



# 5
Molecular formula: CH5S2
Method: DFT, ωB97M-V/def2-TZVPD

Geometry (Å):
S  -0.397  -0.015  -2.435
H  0.978  0.209  -2.389
C  -0.549  0.054  1.079
S  1.228  -0.339  0.804
H  -0.891  1.174  1.015
H  -0.759  -0.172  2.163
H  -1.083  -0.473  0.340
H  1.473  -0.438  -0.576

Summary:
- charge = -1
- HOMO level (eV) = -2.76
- orbital gap (Eh) = 0.2356
- energy relative to the best compared isomer or geometry (same formula, charge and spin) (kcal per mole) = 14.5



# 6
Molecular formula: CH5S2
Method: DFT, ωB97M-V/def2-TZVPD

Geometry (Å):
S  -2.176  0.430  -1.763
H  -1.974  1.068  -0.620
C  0.694  -0.183  0.911
S  1.477  -0.494  -0.801
H  1.469  -0.443  1.867
H  0.444  0.817  1.006
H  -0.250  -0.845  0.970
H  0.318  -0.351  -1.570

Summary:
- charge = -1
- HOMO level (eV) = -2.81
- orbital gap (Eh) = 0.2378
- energy relative to the best compared isomer or geometry (same formula, charge and spin) (kcal per mole) = 15.1



# 7
Molecular formula: CH5S3
Method: DFT, ωB97M-V/def2-TZVPD

Geometry (Å):
S  0.782  -1.952  -1.436
H  0.757  -1.381  -0.188
C  -0.564  1.693  -0.882
S  0.248  1.387  0.704
S  -0.604  -0.324  1.433
H  -1.626  1.465  -0.851
H  -0.136  1.082  -1.670
H  -0.444  2.752  -1.102
H  -0.550  -2.038  -1.312

Summary:
- charge = -1
- HOMO level (eV) = -2.35
- orbital gap (Eh) = 0.2181
- energy relative to the best compared isomer or geometry (same formula, charge and spin) (kcal per mole) = 1.9



# 8
Molecular formula: CH5S3
Method: DFT, ωB97M-V/def2-TZVPD

Geometry (Å):
S  0.384  -2.440  -2.146
H  -0.605  -3.192  -2.641
C  0.163  1.222  1.700
S  1.094  1.014  0.161
S  -0.294  0.915  -1.316
H  0.152  0.315  2.300
H  -0.866  1.478  1.463
H  0.450  2.137  2.238
H  -0.477  -1.448  -1.760

Summary:
- charge = -1
- HOMO level (eV) = -2.22
- orbital gap (Eh) = 0.2110
- energy relative to the best compared isomer or geometry (same formula, charge and spin) (kcal per mole) = 7.6